1.
{
  "formula": "C20H27F2N3O2",
  "method": "ωB97M-V with the def2-TZVPD basis set",
  "elements": ["O", "C", "N", "H", "C", "C", "C", "C", "C", "C", "C", "H", "F", "H", "H", "F", "H", "H", "C", "H", "H", "C", "N", "C", "C", "N", "C", "O", "H", "H", "H", "H", "H", "C", "H", "C", "C", "C", "C", "C", "C", "H", "H", "H", "H", "H", "H", "H", "H", "H", "H", "H", "H", "H"],
  "coordinates": [[-1.3487, 2.3589, -1.5113], [-2.0033, 1.9999, -0.5588], [-2.8799, 0.9667, -0.6303], [-3.3865, 0.6779, 0.1908], [-2.9531, 0.1023, -1.7809], [-2.4249, -1.2778, -1.4882], [-2.7939, -2.3652, -2.2733], [-2.3298, -3.6460, -2.0389], [-1.4684, -3.8708, -0.9795], [-1.0988, -2.7941, -0.1951], [-1.5562, -1.5109, -0.4317], [-1.2183, -0.6962, 0.1892], [-0.2620, -2.9968, 0.8453], [-1.0880, -4.8559, -0.7643], [-2.6466, -4.4518, -2.6811], [-3.6449, -2.1654, -3.3019], [-2.3422, 0.5747, -2.5596], [-3.9830, 0.0357, -2.1477], [-1.9130, 2.6507, 0.8084], [-2.5548, 2.1483, 1.5329], [-2.2221, 3.6944, 0.7326], [-0.4385, 2.6403, 1.2712], [0.1057, 1.2922, 1.2706], [-0.2579, 0.5700, 2.4715], [0.2304, 1.2628, 3.7494], [-0.1417, 2.6578, 3.7094], [-0.3818, 3.3909, 2.6021], [-0.6050, 4.5831, 2.6721], [-0.0791, 3.1843, 4.5706], [1.3204, 1.1648, 3.8436], [-0.2248, 0.7947, 4.6272], [-1.3487, 0.4933, 2.5099], [0.1550, -0.4391, 2.4236], [1.5207, 1.1865, 0.9332], [1.8215, 2.0807, 0.3851], [1.7921, -0.0387, 0.0492], [1.3595, 0.2243, -1.3927], [1.5870, -1.0091, -2.2599], [3.0586, -1.4113, -2.2283], [3.5125, -1.6567, -0.7925], [3.2727, -0.4200, 0.0693], [3.8674, 0.4134, -0.3124], [3.5947, -0.6198, 1.0946], [4.5726, -1.9195, -0.7768], [2.9529, -2.4974, -0.3754], [3.2142, -2.3122, -2.8259], [3.6604, -0.6115, -2.6656], [1.2787, -0.8019, -3.2865], [0.9765, -1.8370, -1.8906], [0.3134, 0.5250, -1.4202], [1.9468, 1.0539, -1.7929], [1.2224, -0.8850, 0.4426], [2.1487, 1.1297, 1.8338], [0.1109, 3.2336, 0.5341]],
  "forces_ev_per_angstrom": [[0.367, 0.262, -0.224], [-0.277, -0.011, 0.512], [-0.317, -0.321, -0.006], [0.122, 0.142, 0.028], [-0.059, 0.126, -0.310], [-0.101, -0.228, -0.121], [0.186, -0.041, 0.232], [-0.119, 0.236, -0.101], [0.147, 0.182, 0.200], [-0.185, 0.023, -0.169], [0.074, -0.341, -0.012], [0.063, 0.135, 0.102], [0.063, -0.022, 0.035], [0.047, -0.099, 0.042], [-0.053, -0.075, -0.076], [-0.006, 0.053, -0.028], [-0.187, -0.068, 0.068], [0.170, 0.023, -0.001], [0.380, 0.186, -0.125], [-0.042, 0.010, 0.035], [-0.078, -0.055, 0.017], [-0.322, 0.181, -0.193], [-0.071, 0.149, -0.097], [0.057, 0.038, 0.333], [0.140, -0.365, -0.262], [0.051, -0.110, 0.498], [0.048, 0.034, -0.141], [-0.070, 0.307, -0.178], [-0.046, 0.077, -0.191], [-0.132, -0.067, 0.028], [0.051, -0.003, -0.093], [0.003, -0.107, 0.044], [-0.087, -0.032, 0.006], [0.100, -0.398, -0.128], [0.020, 0.036, 0.031], [0.327, 0.510, -0.006], [-0.254, -0.392, 0.154], [0.201, 0.227, -0.133], [-0.186, -0.278, 0.093], [0.232, 0.234, -0.139], [-0.253, -0.316, 0.114], [0.079, 0.100, 0.009], [0.046, 0.079, 0.050], [-0.007, -0.087, 0.038], [0.000, -0.085, 0.043], [0.065, 0.032, -0.061], [0.065, 0.032, -0.071], [-0.072, -0.052, -0.025], [-0.071, -0.056, -0.014], [-0.036, 0.104, -0.022], [0.030, 0.146, -0.014], [-0.070, -0.076, 0.054], [0.026, 0.067, 0.004], [-0.058, -0.042, 0.170]],
  "nbo_charge": [-0.6290, 0.6982, -0.6124, 0.3949, -0.2580, -0.0672, 0.3814, -0.2530, -0.2723, 0.3892, -0.2880, 0.2542, -0.3305, 0.2344, 0.2345, -0.3253, 0.2599, 0.2176, -0.4842, 0.1969, 0.2611, -0.1338, -0.4683, -0.2292, -0.2329, -0.6179, 0.6652, -0.6256, 0.4055, 0.1852, 0.2051, 0.1935, 0.2209, -0.1966, 0.2051, -0.2324, -0.4082, -0.3963, -0.3950, -0.3951, -0.3863, 0.1935, 0.1996, 0.2049, 0.1938, 0.2047, 0.1921, 0.2082, 0.1927, 0.2297, 0.1953, 0.1986, 0.1695, 0.2519],
  "homo_ev": -8.62,
  "total_charge": 0,
  "smiles": "O=C(C[C@H]1C(=O)NCCN1CC1CCCCC1)NCc1cc(F)ccc1F",
  "e_above_lowest_kcal_mol": 0.00
}



2.
{
  "formula": "C20H27F2N3O5S",
  "method": "ωB97M-V with the def2-TZVPD basis set",
  "elements": ["O", "C", "N", "C", "H", "H", "C", "N", "S", "O", "O", "C", "C", "C", "C", "C", "C", "F", "H", "H", "F", "H", "C", "H", "C", "H", "H", "C", "H", "O", "H", "H", "H", "H", "C", "O", "N", "H", "C", "C", "C", "H", "C", "H", "C", "H", "C", "H", "C", "H", "H", "H", "H", "H", "H", "H", "H", "H"],
  "coordinates": [[0.0305, 2.7599, 0.8924], [0.2215, 2.5008, -0.2836], [-0.6004, 2.8465, -1.2931], [-1.9673, 3.2108, -1.0517], [-1.9874, 3.8008, -0.1329], [-2.3579, 3.8012, -1.8821], [-2.8313, 1.9292, -0.8926], [-2.3576, 1.1053, 0.1898], [-1.3523, -0.1568, -0.0816], [-0.7883, -0.0280, -1.3886], [-0.4973, -0.3348, 1.0479], [-2.4787, -1.5704, -0.1553], [-3.8398, -1.4050, -0.3229], [-4.6424, -2.5315, -0.4030], [-4.1211, -3.8130, -0.3289], [-2.7556, -3.9732, -0.1783], [-1.9490, -2.8478, -0.0971], [-0.6276, -3.0053, 0.0347], [-2.3088, -4.9531, -0.1269], [-4.7796, -4.6642, -0.3955], [-5.9677, -2.3742, -0.5542], [-4.2724, -0.4202, -0.4005], [-2.6542, 1.5433, 1.5386], [-2.3384, 0.7397, 2.2032], [-4.1519, 1.8277, 1.6527], [-4.3704, 2.3113, 2.6036], [-4.7123, 0.8928, 1.5980], [-4.5706, 2.7373, 0.4962], [-4.1277, 3.7328, 0.6195], [-4.2017, 2.1840, -0.7604], [-5.6564, 2.8387, 0.4454], [-2.0610, 2.4328, 1.7801], [-2.7211, 1.3349, -1.8079], [-0.3365, 2.4656, -2.1947], [1.4545, 1.7548, -0.7895], [1.7765, 1.7874, -1.9643], [2.0811, 1.0976, 0.1869], [1.6449, 1.1149, 1.0994], [3.1560, 0.1523, -0.0455], [4.4366, 0.6744, 0.6159], [5.7051, -0.0311, 0.1422], [6.5452, 0.3656, 0.7182], [5.6866, -1.5538, 0.2820], [6.7087, -1.9109, 0.1315], [4.7800, -2.2356, -0.7456], [4.8254, -1.6653, -1.6750], [3.3187, -2.3944, -0.3116], [3.2174, -3.2960, 0.2967], [2.7528, -1.2241, 0.4932], [1.6638, -1.2983, 0.4851], [3.0716, -1.3010, 1.5346], [2.7095, -2.5379, -1.2057], [5.1729, -3.2311, -0.9661], [5.3903, -1.8361, 1.2928], [5.8815, 0.2198, -0.9062], [4.5315, 1.7398, 0.3930], [4.3400, 0.5704, 1.6996], [3.2822, 0.1203, -1.1320]],
  "forces_ev_per_angstrom": [[0.097, -0.046, 0.057], [-0.066, 0.571, -0.128], [0.066, -0.041, -0.313], [-0.329, -0.134, 0.341], [-0.082, 0.056, -0.139], [0.010, -0.012, 0.104], [0.311, 0.060, -0.863], [0.685, -0.618, -0.160], [-1.027, -0.462, 0.047], [-0.069, -0.042, -0.223], [-0.228, 0.009, 0.255], [0.639, 0.300, 0.090], [-0.335, -0.197, -0.035], [0.333, -0.001, 0.041], [-0.143, 0.272, -0.032], [0.207, 0.327, 0.019], [-0.159, -0.292, 0.004], [0.093, -0.083, -0.016], [0.073, -0.074, 0.016], [-0.076, -0.066, -0.003], [-0.055, 0.020, -0.016], [-0.101, 0.122, 0.014], [-0.149, 0.003, 0.617], [-0.060, 0.173, 0.158], [0.183, 0.047, -0.430], [-0.020, 0.010, 0.042], [-0.048, -0.004, 0.040], [-0.216, -0.015, 0.343], [-0.055, -0.011, -0.007], [-0.004, -0.012, -0.074], [0.126, 0.087, 0.066], [-0.032, -0.145, -0.029], [-0.057, 0.230, 0.095], [0.048, 0.065, 0.111], [0.349, -0.038, 0.194], [-0.048, 0.003, -0.207], [-0.116, 0.014, 0.231], [-0.068, 0.096, -0.099], [0.129, 0.111, 0.095], [0.141, -0.011, -0.423], [-0.081, -0.057, 0.346], [0.025, 0.047, -0.074], [0.146, 0.067, -0.317], [-0.020, -0.032, 0.086], [-0.041, -0.177, 0.188], [0.041, -0.013, -0.090], [0.100, 0.091, 0.043], [-0.030, -0.058, -0.048], [-0.108, -0.100, -0.272], [0.078, -0.012, 0.068], [-0.025, 0.019, 0.087], [-0.070, -0.068, 0.003], [0.000, 0.038, -0.103], [0.048, -0.063, 0.144], [0.061, 0.027, -0.047], [-0.040, 0.005, 0.054], [-0.049, 0.031, 0.074], [0.016, -0.013, 0.075]],
  "nbo_charge": [-0.6374, 0.6017, -0.5951, -0.2673, 0.2211, 0.2212, 0.2503, -0.7432, 2.3625, -0.9327, -0.9280, -0.3824, -0.2139, 0.3689, -0.2443, -0.2543, 0.4073, -0.3045, 0.2400, 0.2380, -0.3160, 0.2446, -0.2326, 0.2374, -0.4407, 0.2249, 0.2063, -0.0735, 0.1679, -0.5232, 0.2031, 0.2292, 0.2149, 0.4318, 0.5882, -0.6341, -0.5719, 0.4244, -0.0711, -0.3933, -0.3902, 0.2064, -0.4058, 0.2080, -0.4038, 0.1953, -0.3924, 0.2003, -0.4129, 0.2422, 0.1916, 0.2063, 0.2081, 0.1944, 0.1961, 0.2151, 0.1915, 0.2256],
  "homo_ev": -9.15,
  "total_charge": 0,
  "smiles": "O=C(NC[C@@H]1OCCCN1S(=O)(=O)c1cc(F)ccc1F)C(=O)NC1CCCCCC1"
}



3.
{
  "formula": "C20H27F3N4O",
  "method": "ωB97M-V with the def2-TZVPD basis set",
  "elements": ["C", "H", "H", "C", "C", "N", "C", "C", "N", "C", "N", "O", "C", "C", "C", "C", "C", "C", "C", "H", "C", "F", "F", "F", "H", "H", "H", "H", "H", "H", "H", "C", "H", "H", "H", "H", "H", "H", "C", "N", "C", "C", "H", "H", "C", "H", "H", "C", "H", "H", "H", "H", "H", "H", "H"],
  "coordinates": [[2.4551, -2.9672, 2.1364], [3.3365, -2.4466, 2.5037], [2.1617, -3.7073, 2.8744], [1.3150, -1.9806, 1.9131], [1.7212, -0.9206, 0.8824], [2.0580, -1.5363, -0.3934], [3.1278, -0.8596, -1.1032], [2.7802, 0.5610, -1.3861], [1.9150, 1.0040, -2.2496], [1.8670, 2.3419, -1.9874], [2.6597, 2.6958, -1.0173], [3.2627, 1.5423, -0.6132], [0.9520, 3.2690, -2.7020], [-0.4553, 2.9858, -2.2425], [-1.1737, 3.9134, -1.5015], [-2.4502, 3.6195, -1.0505], [-3.0193, 2.3877, -1.3174], [-2.2987, 1.4572, -2.0556], [-1.0268, 1.7508, -2.5222], [-0.4716, 1.0208, -3.0919], [-2.8793, 0.0950, -2.3044], [-4.2189, 0.1020, -2.3867], [-2.5738, -0.7672, -1.3099], [-2.4309, -0.4714, -3.4341], [-4.0093, 2.1466, -0.9626], [-3.0013, 4.3511, -0.4801], [-0.7318, 4.8720, -1.2742], [1.0365, 3.0836, -3.7745], [1.2394, 4.2946, -2.4760], [4.0332, -0.8887, -0.4925], [3.3022, -1.3844, -2.0447], [0.8991, -1.7828, -1.2248], [1.1977, -2.3851, -2.0813], [0.1617, -2.3368, -0.6500], [0.4328, -0.8583, -1.5906], [2.6015, -0.3949, 1.2615], [0.9103, -0.1813, 0.7713], [0.4465, -2.5255, 1.5352], [0.9267, -1.3011, 3.2301], [0.5275, -2.2642, 4.2278], [0.4753, -1.7403, 5.5796], [-0.2627, -2.8366, 6.3347], [-0.6525, -2.5018, 7.2939], [0.4092, -3.6787, 6.4977], [-1.3646, -3.2217, 5.3457], [-1.6616, -4.2639, 5.4459], [-2.2464, -2.6007, 5.5069], [-0.7481, -2.9246, 3.9691], [-0.5645, -3.8429, 3.4044], [-1.4182, -2.2874, 3.3717], [1.4882, -1.5711, 5.9507], [-0.0834, -0.7887, 5.6393], [1.7960, -0.7636, 3.6203], [0.1280, -0.5568, 3.0374], [2.7052, -3.4620, 1.2025]],
  "forces_ev_per_angstrom": [[-0.345, -0.032, -0.128], [0.183, 0.082, 0.084], [0.054, -0.102, 0.091], [0.285, 0.273, 0.148], [-0.215, -0.309, 0.196], [0.190, 0.010, -0.018], [0.079, -0.096, 0.204], [-0.374, 0.431, -0.387], [0.251, -0.533, -0.128], [0.639, -0.103, 0.387], [-0.377, 1.144, -0.216], [0.205, -0.808, 0.039], [0.009, 0.002, 0.122], [-0.171, 0.074, -0.023], [0.029, -0.071, -0.076], [-0.068, -0.026, 0.061], [0.077, -0.093, -0.072], [-0.014, -0.006, -0.059], [-0.248, 0.003, 0.035], [0.003, -0.061, -0.042], [-0.088, -0.319, 0.050], [-0.153, 0.214, 0.031], [0.104, 0.044, 0.152], [0.189, 0.104, -0.171], [-0.084, -0.006, 0.023], [-0.048, 0.076, 0.053], [0.058, 0.108, 0.018], [0.065, 0.101, 0.028], [-0.024, -0.006, -0.086], [0.001, -0.022, -0.111], [0.074, 0.104, 0.052], [-0.093, 0.013, -0.015], [-0.066, -0.048, -0.085], [-0.073, -0.072, -0.020], [-0.057, -0.059, 0.015], [-0.001, 0.036, 0.023], [0.085, 0.067, -0.017], [-0.081, 0.005, -0.031], [-0.010, -0.171, -0.279], [-0.059, 0.176, 0.203], [0.071, -0.056, 0.165], [0.019, 0.159, -0.013], [0.014, -0.025, 0.056], [0.044, -0.006, 0.056], [0.050, -0.024, 0.008], [-0.079, 0.003, 0.001], [-0.015, -0.032, -0.003], [-0.062, -0.221, -0.243], [-0.142, 0.040, -0.083], [0.030, -0.017, -0.016], [-0.032, 0.083, 0.031], [0.009, -0.004, 0.013], [0.022, 0.066, -0.047], [0.046, -0.026, 0.076], [0.093, -0.065, -0.052]],
  "nbo_charge": [-0.6290, 0.1941, 0.2233, -0.1578, -0.2407, -0.4266, -0.2746, 0.5191, -0.5233, 0.3211, -0.1548, -0.2772, -0.4651, -0.0022, -0.1853, -0.2053, -0.2011, -0.0786, -0.2154, 0.2469, 0.9647, -0.3238, -0.3303, -0.3221, 0.2280, 0.2192, 0.2155, 0.2419, 0.2405, 0.2229, 0.2302, -0.4164, 0.2002, 0.2053, 0.1839, 0.1977, 0.1794, 0.1879, -0.2172, -0.4454, -0.2106, -0.4034, 0.2104, 0.2042, -0.4127, 0.2125, 0.2023, -0.2255, 0.1921, 0.1713, 0.1997, 0.1546, 0.1935, 0.1618, 0.2199],
  "homo_ev": -8.33,
  "total_charge": 0,
  "smiles": "C[C@H](CN(C)Cc1nc(Cc2cccc(C(F)(F)F)c2)no1)CN1CCCC1",
  "e_above_lowest_kcal_mol": 3.74
}



Sequential DFT total energy output: -35180.2575; -52156.8752; -37338.2915 eV